[1]
Here is 3 unconnected molecules or ions with the total composition C5H12O2 at a distorted geometry from the Open Molecules 2025 dataset. Energies are from ωB97M-V/def2-TZVPD.

```
! RIJCOSX wB97M-V def2-TZVPD def2/J DEFGRID3
* xyz 0 1
C -2.73 2.11 0.85
C -1.36 1.84 1.14
C -0.41 1.42 0.14
C 0.98 1.66 0.19
C 1.77 2.08 -1.22
H -3.24 2.05 1.84
H -2.91 2.25 -0.22
H -1.20 1.88 2.21
H -0.73 1.30 -0.91
H 1.59 1.41 1.22
H 1.22 1.90 -2.14
H 2.13 3.16 -1.24
H 2.61 1.45 -1.25
O 0.10 -2.93 -2.10
H -0.01 -2.81 -3.04
H 1.03 -2.76 -2.14
O 0.49 -5.69 2.37
H 0.20 -4.88 2.86
H 0.48 -5.47 1.44
*
```

Summary:
LUMO energy ... 0.52 eV
HOMO-LUMO gap ... 8.6170 eV
HOMO level ... -8.09 eV

***

[2]
Here is 2 unconnected molecules or ions with the total composition C5H12O2 at a distorted geometry from the Open Molecules 2025 dataset. Energies are from ωB97M-V/def2-TZVPD.

```
! RIJCOSX wB97M-V def2-TZVPD def2/J DEFGRID3
* xyz 0 1
C 0.71 -1.22 -0.87
C -0.49 -0.74 -0.02
C -1.70 -1.68 0.04
C -0.20 0.04 1.21
C -0.90 0.71 0.06
O -0.17 1.54 -0.82
H 0.36 -1.21 -1.95
H 1.05 -2.19 -0.58
H 1.58 -0.50 -0.85
H -2.21 -1.86 -0.91
H -1.36 -2.67 0.32
H -2.46 -1.37 0.72
H -0.88 -0.03 2.06
H 0.83 0.34 1.43
H -2.00 0.90 0.04
H -0.70 2.33 -1.08
O 3.11 2.54 0.12
H 3.24 2.78 1.05
H 2.20 2.30 0.03
*
```

Summary:
LUMO energy ... 0.69 eV
HOMO-LUMO gap ... 9.7485 eV
HOMO level ... -9.06 eV

***

[3]
Here is C5H12O2 in the gas phase from the Open Molecules 2025 dataset. Energies are from ωB97M-V/def2-TZVPD.

```
! RIJCOSX wB97M-V def2-TZVPD def2/J DEFGRID3
* xyz 0 1
C 2.49 -0.26 0.68
C 1.36 0.19 -0.24
C 0.07 -0.60 -0.04
O -0.33 -0.39 1.32
C -1.03 -0.18 -1.05
C -2.21 0.54 -0.40
O -1.82 1.71 0.28
H 3.40 0.31 0.49
H 2.21 -0.13 1.73
H 2.72 -1.32 0.52
H 1.66 0.08 -1.29
H 1.13 1.25 -0.09
H 0.30 -1.67 -0.17
H -0.98 -1.06 1.55
H -1.41 -1.06 -1.59
H -0.60 0.50 -1.80
H -2.76 -0.14 0.27
H -2.92 0.85 -1.18
H -1.25 1.40 1.00
*
```

Summary:
LUMO energy ... 0.74 eV
HOMO-LUMO gap ... 10.7831 eV
HOMO level ... -10.04 eV

***

[4]
Here is 2 unconnected molecules or ions with the total composition C5H12O2 from the Open Molecules 2025 dataset. Energies are from ωB97M-V/def2-TZVPD.

```
! RIJCOSX wB97M-V def2-TZVPD def2/J DEFGRID3
* xyz 0 1
C 2.20 0.05 1.05
C 0.88 0.73 1.42
C 0.09 1.27 0.27
C -1.21 1.05 0.07
O -1.91 0.15 0.84
H 2.03 -0.92 0.57
H 2.79 0.67 0.36
H 2.81 -0.11 1.94
H 0.26 0.05 2.01
H 1.10 1.58 2.08
H 0.59 1.92 -0.44
H -1.77 1.52 -0.74
H -2.82 0.09 0.52
C -0.91 -1.33 -2.00
O -0.14 -1.65 -0.87
H -1.65 -2.10 -2.24
H -1.45 -0.37 -1.89
H -0.24 -1.22 -2.86
H -0.64 -1.38 -0.09
*
```

Summary:
LUMO energy ... 0.59 eV
HOMO-LUMO gap ... 9.4024 eV
HOMO level ... -8.81 eV

***

[5]
Here is a molecular structure, C5H12O2 at a distorted geometry from the Open Molecules 2025 dataset. Energies are from ωB97M-V/def2-TZVPD.

```
! RIJCOSX wB97M-V def2-TZVPD def2/J DEFGRID3
* xyz 0 1
C 2.32 0.15 1.55
C 0.90 0.55 1.12
C 0.63 0.35 -0.39
O 0.98 -0.99 -0.79
C -0.76 0.72 -0.85
C -2.18 -0.63 -1.72
O -1.73 -0.37 -0.02
H 2.52 -0.90 1.30
H 3.06 0.77 1.02
H 2.47 0.30 2.63
H 0.16 -0.05 1.69
H 0.71 1.60 1.37
H 1.31 1.00 -0.95
H 0.37 -1.57 -0.30
H -1.06 1.69 -0.43
H -3.00 -1.30 -1.41
H -2.55 0.20 -2.33
H -1.36 -1.16 -2.19
H -2.46 0.14 0.39
*
```

Summary:
LUMO energy ... 0.53 eV
HOMO-LUMO gap ... 7.6273 eV
HOMO level ... -7.10 eV

***

[6]
Here is 2 unconnected molecules or ions with the total composition C5H12O2 at a distorted geometry from the Open Molecules 2025 dataset. Energies are from ωB97M-V/def2-TZVPD.

```
! RIJCOSX wB97M-V def2-TZVPD def2/J DEFGRID3
* xyz 0 1
C 0.20 2.29 -0.14
C 0.27 0.99 -0.95
C 1.36 0.00 -0.57
C 1.20 -1.41 -0.93
O 1.33 -0.98 0.45
H 1.19 2.77 -0.10
H -0.15 2.12 0.88
H -0.49 3.00 -0.61
H -0.72 0.52 -0.97
H 0.55 1.22 -1.98
H 2.35 0.46 -0.67
H 0.20 -1.74 -1.20
H 2.04 -1.99 -1.31
C -1.91 -1.36 1.39
O -1.02 -0.26 1.29
H -2.93 -0.96 1.40
H -1.74 -1.94 2.32
H -1.82 -2.05 0.53
H -0.14 -0.65 1.15
*
```

Summary:
LUMO energy ... 1.05 eV
HOMO-LUMO gap ... 10.8112 eV
HOMO level ... -9.76 eV